# 1
{"formula": "C45H100N4O7", "method": "the ωB97M-V functional and the def2-TZVPD basis", "spin_multiplicity": 2, "e_lumo_ev": [-2.73, -6.57], "charge": 1, "e_above_lowest_kj_mol": 62.2, "total_energy_ha": -2519.57847, "elements": ["C", "C", "C", "O", "H", "H", "H", "H", "H", "H", "H", "H", "C", "C", "C", "O", "H", "H", "H", "H", "H", "H", "H", "H", "C", "C", "C", "O", "H", "H", "H", "H", "H", "H", "H", "H", "C", "C", "C", "C", "C", "C", "N", "O", "C", "C", "C", "H", "H", "H", "H", "H", "H", "H", "H", "H", "H", "H", "H", "H", "H", "H", "H", "H", "H", "H", "C", "C", "C", "C", "C", "C", "N", "O", "C", "C", "C", "H", "H", "H", "H", "H", "H", "H", "H", "H", "H", "H", "H", "H", "H", "H", "H", "H", "H", "H", "C", "C", "C", "C", "C", "C", "N", "O", "C", "C", "C", "H", "H", "H", "H", "H", "H", "H", "H", "H", "H", "H", "H", "H", "H", "H", "H", "H", "H", "H", "C", "C", "C", "C", "C", "C", "N", "O", "C", "C", "C", "H", "H", "H", "H", "H", "H", "H", "H", "H", "H", "H", "H", "H", "H", "H", "H", "H", "H", "H"], "coordinates": [[11.178, 16.918, -29.339], [10.123, 17.889, -28.790], [10.406, 18.848, -27.707], [9.670, 18.679, -29.880], [10.963, 15.915, -28.973], [12.159, 17.182, -28.944], [11.187, 16.892, -30.429], [9.262, 17.278, -28.518], [10.872, 18.351, -26.857], [9.384, 19.000, -27.362], [10.956, 19.762, -27.933], [10.445, 18.766, -30.440], [7.129, 15.442, -30.522], [5.644, 15.427, -30.754], [4.744, 16.200, -29.880], [5.340, 15.832, -32.007], [7.682, 15.150, -31.415], [7.513, 14.883, -29.669], [7.519, 16.441, -30.324], [5.276, 14.402, -30.700], [4.710, 15.945, -28.820], [3.784, 15.922, -30.315], [4.912, 17.275, -29.819], [5.817, 15.245, -32.598], [14.557, 9.934, -25.135], [14.510, 10.383, -26.672], [14.733, 9.118, -27.607], [13.307, 10.984, -26.867], [15.584, 9.665, -24.887], [13.823, 9.142, -24.987], [14.356, 10.807, -24.514], [15.263, 11.153, -26.840], [14.111, 8.355, -27.140], [15.753, 8.766, -27.759], [14.296, 9.320, -28.585], [13.231, 11.241, -25.946], [8.321, 9.430, -31.184], [8.645, 9.892, -29.744], [9.782, 8.887, -29.175], [11.179, 8.972, -29.745], [11.698, 10.338, -29.672], [10.832, 11.435, -30.160], [9.426, 11.231, -29.663], [8.692, 12.334, -29.836], [11.440, 12.681, -29.539], [10.971, 11.588, -31.726], [7.392, 9.842, -28.831], [8.717, 10.107, -31.942], [7.267, 9.706, -31.215], [8.522, 8.393, -31.455], [9.791, 8.980, -28.089], [9.373, 7.912, -29.442], [11.249, 8.815, -30.822], [11.824, 8.194, -29.338], [12.766, 10.444, -29.861], [11.777, 10.520, -28.601], [12.526, 12.709, -29.626], [11.033, 13.654, -29.813], [11.291, 12.792, -28.465], [11.899, 11.943, -32.175], [10.552, 10.702, -32.203], [10.168, 12.250, -32.048], [6.829, 8.928, -29.018], [6.653, 10.643, -28.813], [7.684, 9.655, -27.798], [9.074, 12.846, -29.120], [6.320, 12.210, -33.665], [6.198, 12.229, -35.173], [7.668, 12.519, -35.796], [8.584, 11.322, -36.051], [7.759, 10.138, -36.663], [6.399, 9.820, -35.977], [5.537, 10.971, -35.665], [4.251, 10.710, -35.137], [5.720, 8.879, -36.954], [6.680, 8.974, -34.653], [5.355, 13.392, -35.613], [7.028, 11.466, -33.299], [5.454, 11.934, -33.063], [6.703, 13.213, -33.475], [7.689, 12.933, -36.804], [8.160, 13.189, -35.092], [9.082, 11.075, -35.113], [9.365, 11.609, -36.756], [8.320, 9.205, -36.714], [7.522, 10.442, -37.682], [4.746, 8.575, -36.570], [5.695, 9.332, -37.945], [6.270, 7.958, -37.148], [7.332, 8.133, -34.886], [7.096, 9.560, -33.833], [5.784, 8.512, -34.237], [5.886, 14.323, -35.412], [4.413, 13.458, -35.069], [5.054, 13.388, -36.660], [3.649, 11.064, -35.796], [10.175, 13.842, -26.176], [9.607, 12.815, -25.287], [10.486, 12.736, -23.957], [9.892, 11.852, -22.880], [8.439, 12.458, -22.523], [7.479, 12.593, -23.789], [8.221, 13.238, -24.909], [7.390, 13.331, -26.023], [7.058, 11.123, -24.241], [6.233, 13.349, -23.404], [9.668, 11.547, -26.131], [9.857, 13.748, -27.215], [11.255, 13.814, -26.325], [9.893, 14.848, -25.866], [11.482, 12.431, -24.277], [10.610, 13.736, -23.541], [10.522, 11.954, -21.997], [9.729, 10.798, -23.104], [8.530, 13.418, -22.015], [7.952, 11.811, -21.794], [5.973, 11.039, -24.289], [7.352, 10.983, -25.281], [7.514, 10.434, -23.530], [5.490, 12.854, -22.778], [6.264, 14.362, -23.003], [5.605, 13.491, -24.284], [8.888, 11.488, -26.890], [9.715, 10.599, -25.594], [10.576, 11.502, -26.732], [6.906, 14.101, -25.717], [8.416, 4.608, -30.664], [6.894, 4.645, -30.369], [6.344, 6.133, -30.769], [5.832, 6.275, -32.215], [4.823, 5.049, -32.519], [5.409, 3.652, -32.282], [6.257, 3.461, -31.067], [6.615, 2.154, -30.637], [4.172, 2.720, -32.116], [6.211, 3.276, -33.605], [6.830, 4.524, -28.920], [9.216, 5.253, -30.300], [8.651, 4.650, -31.727], [8.642, 3.620, -30.263], [5.567, 6.442, -30.070], [7.144, 6.822, -30.499], [6.593, 6.235, -32.995], [5.285, 7.217, -32.243], [4.461, 5.208, -33.535], [4.048, 5.159, -31.760], [4.427, 1.662, -32.061], [3.585, 3.011, -31.245], [3.634, 2.735, -33.064], [7.184, 3.766, -33.650], [6.499, 2.226, -33.544], [5.674, 3.570, -34.508], [5.870, 4.828, -28.503], [7.640, 5.131, -28.517], [6.994, 3.499, -28.586], [5.902, 1.977, -30.018]], "forces_ev_per_angstrom": [[0.358, -0.001, 1.156], [-0.159, -0.792, -2.108], [-0.225, -0.653, 2.049], [-0.370, 0.204, -0.790], [0.092, -0.116, -0.095], [0.223, -0.006, -0.269], [-0.010, 0.009, 0.071], [-0.088, -0.005, 0.243], [0.326, -0.036, 0.119], [0.192, 1.167, 0.279], [-0.205, -0.190, -0.331], [-0.174, 0.364, -0.300], [1.226, 0.842, 0.527], [0.755, -1.693, 1.705], [-0.915, 0.515, 1.394], [-0.240, 1.091, -3.089], [-0.097, -0.460, -0.059], [-0.414, -0.484, -0.044], [-0.316, 0.464, -0.109], [0.248, -0.626, 0.533], [0.264, -0.677, -0.025], [-0.413, 0.769, 0.358], [0.002, 0.100, -0.778], [-0.064, 0.133, -0.409], [0.901, 0.613, -1.897], [3.143, -2.528, 0.745], [-1.115, 1.256, 0.731], [-1.942, 0.472, 0.100], [-0.159, -0.498, 0.115], [0.190, -0.006, 0.219], [-0.299, 0.065, 0.153], [0.643, -0.229, -0.034], [0.171, -0.395, -0.198], [-0.016, 0.245, 0.396], [0.078, 0.104, -0.066], [-1.562, 0.932, -0.156], [-1.203, 1.824, 0.138], [3.785, 0.433, 0.181], [-1.914, 0.050, -0.452], [-0.375, -0.509, -1.955], [1.428, 0.205, 3.653], [0.022, 0.403, -1.857], [1.470, -3.945, 0.631], [-1.449, 2.148, -0.522], [-0.284, 1.407, 1.137], [-2.297, -0.167, 0.293], [0.662, -0.616, 0.568], [0.463, -0.274, 0.105], [-0.462, -0.777, -0.698], [-0.067, 0.043, 0.233], [0.171, 0.053, 0.059], [-0.046, -0.451, 0.357], [-0.836, -0.929, -0.447], [0.092, 0.251, 0.414], [-0.100, 0.030, -1.118], [-0.195, 0.239, 0.470], [-0.066, -0.074, -0.455], [0.000, -0.078, -1.070], [-0.058, -0.930, 0.327], [0.119, -0.296, 0.468], [0.982, -0.556, -0.124], [0.139, 0.816, 0.128], [-0.039, -0.162, -0.608], [0.463, 0.342, -0.507], [0.284, 0.496, 0.181], [-0.784, 0.913, 0.201], [0.740, 0.042, 0.438], [0.073, -1.202, -0.850], [-0.587, -1.319, -0.231], [-0.742, -1.179, 0.727], [-0.144, 1.772, 0.735], [0.066, -1.629, 1.902], [2.000, 1.113, -2.318], [1.030, -0.267, 0.544], [-0.404, -0.251, -0.284], [-0.098, 0.173, -0.507], [-0.878, 0.869, 0.182], [0.587, 0.273, -0.288], [-0.562, 0.622, -0.516], [-0.079, -0.038, 0.980], [-1.095, 0.813, 0.226], [-0.123, 0.255, -0.203], [0.066, -0.527, 0.037], [0.042, -0.008, 0.049], [0.036, 0.079, 0.055], [0.016, -0.042, -0.176], [-0.189, 0.188, -0.328], [-0.640, 0.240, 0.060], [0.348, -0.066, 0.475], [0.320, 0.047, -0.004], [0.244, 0.012, -0.241], [-0.412, 0.235, -0.262], [0.009, 0.121, -0.059], [-0.030, -0.106, 0.299], [0.474, -0.244, -0.153], [-0.022, 0.023, -0.217], [0.425, 2.119, -1.305], [-0.426, -0.882, 1.353], [-0.858, -0.358, -1.471], [-2.038, 1.352, 0.611], [0.722, -0.375, -1.085], [1.478, -2.084, 0.493], [1.347, 0.556, 2.232], [-0.366, -0.027, -0.453], [-0.103, 1.310, 0.039], [-1.559, 1.023, -0.705], [0.454, -1.240, -0.103], [-0.624, -0.065, 0.026], [0.235, -0.247, 0.664], [0.112, 0.096, 0.139], [0.097, -0.238, 0.003], [-0.183, 0.167, -0.111], [-0.091, -0.324, 0.139], [0.430, 0.025, -0.341], [0.211, 0.212, -0.253], [-0.144, -0.134, -0.108], [-0.033, -0.218, 0.477], [0.360, -0.310, 0.277], [-0.264, -0.387, -0.424], [0.663, -0.665, 0.399], [0.965, 0.045, 0.188], [0.027, -0.078, -0.472], [-0.273, 0.180, 0.226], [-0.431, -0.019, 0.361], [0.288, 0.344, 0.075], [-0.423, 0.281, -0.847], [0.495, -2.031, -1.545], [0.865, 2.638, -1.395], [-0.058, -1.606, -0.439], [-0.698, -1.785, 0.448], [1.616, 2.421, 2.260], [-0.501, -1.260, -1.606], [0.425, 1.382, -0.402], [-0.454, 2.771, -1.327], [0.888, -0.642, -0.538], [0.940, -0.461, 1.419], [-0.726, -0.732, 2.318], [-1.136, 0.813, 1.009], [-0.350, -0.466, -0.281], [0.783, -0.186, -0.430], [-0.408, -0.454, -0.072], [0.319, -0.184, -0.376], [0.264, 0.368, 0.247], [0.040, -0.091, -0.458], [-0.195, -0.630, 0.210], [-0.501, 0.184, -0.403], [0.332, -0.011, 0.377], [-0.221, 0.043, -0.281], [-0.403, 0.550, 0.259], [-0.095, 0.462, 0.180], [-0.459, -0.174, -0.441], [-0.279, -0.358, 0.311], [0.020, 0.154, 0.047], [-0.328, 0.031, 0.277], [0.272, -0.009, 0.088], [-0.433, -0.638, 0.578]]}

***

# 2
{"formula": "C6H12O", "method": "the ωB97M-V functional and the def2-TZVPD basis", "spin_multiplicity": 1, "e_lumo_ev": 1.12, "smiles": "CO[C@H]1CC[C@H]1C", "e_above_lowest_kj_mol": 135.6, "total_energy_ha": -311.00763, "elements": ["C", "O", "C", "C", "C", "C", "C", "H", "H", "H", "H", "H", "H", "H", "H", "H", "H", "H", "H"], "coordinates": [[-2.277, 1.027, -0.954], [-0.931, 0.621, -0.951], [-0.543, -0.142, 0.163], [-0.007, -1.568, -0.085], [1.088, -1.278, 0.969], [0.814, 0.238, 0.803], [1.757, 0.947, -0.161], [-2.492, 1.746, -0.148], [-2.963, 0.171, -0.863], [-2.463, 1.520, -1.911], [-1.341, -0.171, 0.919], [-0.686, -2.407, 0.103], [0.399, -1.656, -1.097], [2.106, -1.619, 0.749], [0.803, -1.643, 1.962], [0.741, 0.813, 1.733], [2.742, 1.087, 0.297], [1.894, 0.386, -1.092], [1.360, 1.929, -0.436]], "forces_ev_per_angstrom": [[-0.280, 0.098, -0.064], [0.042, -0.076, -0.017], [-0.010, -0.102, 0.150], [-0.060, -0.099, -0.120], [0.118, -0.089, 0.108], [0.023, 0.129, 0.087], [0.013, 0.005, -0.035], [0.050, -0.162, -0.079], [0.098, 0.128, 0.002], [0.020, -0.074, 0.128], [0.107, 0.128, -0.115], [0.117, 0.158, -0.064], [-0.026, 0.041, 0.138], [-0.193, 0.062, 0.017], [0.068, 0.067, -0.160], [0.016, -0.084, -0.124], [-0.118, -0.034, -0.032], [-0.051, 0.012, 0.131], [0.066, -0.108, 0.048]]}

***

# 3
{"formula": "C16H15F3IN5O5PdS2", "method": "the ωB97M-V functional and the def2-TZVPD basis", "spin_multiplicity": 3, "e_lumo_ev": [-0.34, -1.37], "total_energy_ha": -2790.25830, "elements": ["Pd", "N", "N", "C", "O", "O", "H", "H", "H", "O", "S", "O", "N", "C", "S", "C", "C", "C", "C", "C", "C", "H", "H", "H", "H", "F", "C", "F", "F", "C", "C", "C", "N", "C", "C", "H", "H", "H", "H", "N", "C", "O", "C", "I", "H", "H", "H", "H"], "coordinates": [[0.004, 0.837, -0.427], [1.288, 2.862, -0.372], [0.630, 3.709, -1.252], [-0.719, 3.520, -1.555], [-1.236, 4.280, -2.361], [-1.305, 2.555, -0.927], [1.385, 3.257, 0.556], [2.178, 2.549, -0.731], [1.075, 4.543, -1.589], [1.110, -1.618, 1.969], [1.285, -0.204, 1.819], [2.083, 0.206, 0.661], [-0.146, 0.606, 1.737], [-0.208, 1.594, 2.657], [-1.415, 2.718, 2.741], [0.940, 1.573, 3.603], [1.131, 2.382, 4.712], [2.271, 2.191, 5.479], [3.200, 1.206, 5.155], [3.007, 0.386, 4.051], [1.876, 0.595, 3.291], [0.391, 3.130, 4.960], [2.435, 2.814, 6.349], [4.079, 1.072, 5.770], [3.714, -0.395, 3.803], [-1.508, -6.202, -0.300], [-1.383, -5.467, -1.422], [-0.444, -6.046, -2.186], [-2.552, -5.546, -2.084], [-1.047, -4.037, -1.099], [-2.007, -3.242, -0.492], [-1.693, -1.921, -0.236], [-0.516, -1.397, -0.571], [0.408, -2.166, -1.138], [0.190, -3.505, -1.412], [-2.974, -3.646, -0.226], [-2.390, -1.256, 0.257], [1.354, -1.693, -1.370], [0.956, -4.107, -1.878], [-2.502, 1.199, -3.097], [-1.403, 0.565, -3.479], [-0.386, 0.424, -2.779], [-1.432, 0.010, -4.891], [-0.967, -2.074, -4.887], [-2.442, 1.733, -2.213], [-3.242, 1.402, -3.743], [-0.669, 0.489, -5.496], [-2.405, 0.115, -5.359]], "forces_ev_per_angstrom": [[-0.390, 1.171, -0.807], [-0.566, -0.651, -0.035], [0.072, -0.008, -0.207], [-0.137, 0.170, -0.045], [0.012, -0.096, 0.088], [-0.160, -0.844, -0.023], [0.030, -0.013, 0.132], [0.150, 0.029, -0.020], [0.030, 0.085, 0.032], [0.081, -0.026, 0.178], [0.050, -0.131, 0.926], [0.006, -0.167, -0.129], [0.808, -0.341, -0.178], [-0.780, 0.781, 0.152], [0.364, -0.322, -0.050], [0.248, -0.247, 0.091], [0.045, -0.050, -0.002], [-0.059, 0.046, 0.003], [0.001, -0.036, -0.032], [0.165, -0.204, -0.071], [-0.420, 0.211, -0.228], [-0.009, 0.017, -0.021], [0.021, -0.011, -0.002], [-0.007, -0.004, 0.007], [0.006, 0.031, -0.011], [0.002, 0.058, -0.177], [-0.017, -0.107, 0.060], [-0.095, 0.003, 0.072], [0.111, -0.049, 0.070], [0.026, 0.135, -0.022], [0.069, -0.030, 0.000], [-0.079, -0.031, 0.064], [-0.012, 0.440, -0.075], [0.023, -0.085, 0.016], [-0.084, -0.039, -0.018], [-0.022, 0.057, 0.005], [-0.017, 0.006, -0.026], [-0.008, -0.004, -0.036], [0.016, 0.041, 0.004], [-0.036, 0.373, 0.921], [0.641, -0.166, -0.189], [-0.209, 0.112, -0.199], [0.113, -0.184, 0.155], [-0.063, 0.106, -0.003], [0.059, -0.020, -0.337], [0.012, -0.042, -0.056], [0.017, 0.027, 0.052], [-0.008, 0.008, -0.028]]}

***

# 4
{"formula": "C9H9NO", "method": "the ωB97M-V functional and the def2-TZVPD basis", "spin_multiplicity": 1, "e_lumo_ev": 0.00, "smiles": "O/N=C/C=C/c1ccccc1", "e_above_lowest_kj_mol": 311.9, "total_energy_ha": -478.25395, "elements": ["O", "N", "C", "C", "C", "C", "C", "C", "C", "C", "C", "H", "H", "H", "H", "H", "H", "H", "H", "H"], "coordinates": [[0.477, 4.979, 1.930], [-0.212, 3.870, 1.303], [0.338, 2.711, 1.451], [-0.274, 1.506, 0.815], [0.270, 0.219, 0.930], [-0.054, -0.919, 0.029], [0.900, -1.920, -0.065], [0.811, -2.963, -0.981], [-0.277, -2.988, -1.877], [-1.274, -1.994, -1.785], [-1.165, -0.992, -0.833], [0.155, 5.844, 1.629], [1.294, 2.606, 2.011], [-1.078, 1.731, 0.151], [1.129, 0.049, 1.587], [1.831, -1.903, 0.518], [1.592, -3.742, -1.041], [-0.367, -3.815, -2.532], [-2.124, -2.016, -2.449], [-1.969, -0.262, -0.790]], "forces_ev_per_angstrom": [[0.607, -1.885, 0.197], [0.005, 0.558, -0.218], [0.294, 0.739, 0.586], [2.114, -1.686, 0.946], [-1.101, 2.700, -0.767], [-0.216, 0.422, 0.107], [1.188, -0.740, -0.059], [-0.773, -0.043, -0.859], [0.259, 0.749, 1.510], [0.915, -0.589, 0.260], [-0.015, 0.171, 0.063], [-0.655, -0.975, -0.488], [-0.661, 0.047, -0.291], [-0.492, -0.086, -0.403], [-0.328, 0.206, -0.148], [-0.605, 0.272, 0.093], [-0.527, 0.571, 0.113], [-0.147, -0.464, -0.755], [-0.087, -0.019, -0.033], [0.225, 0.054, 0.143]]}